1.
Here is a cluster of 6 separate species, C20H42NO16S2 in total from OMol25. Energies are from wB97M-V/def2-TZVPD.

HOMO energy   -12.175 eV
Energy relative to the best compared isomer or geometry (same formula, charge and spin)   2.307 eV
Total charge   +1
2S+1   1
Kohn-Sham gap   9.9611 eV

Each line ends with the Mulliken charge.
Positions of all 81 atoms, in Å:
C: -2.59664 0.74589 0.45588  -0.827
N: -1.34017 -0.04208 0.54752  0.843
C: -1.46641 -1.19835 1.56623  -1.549
C: -1.00938 -0.49300 -0.74444  -0.729
C: -0.41879 0.99266 1.14832  -0.383
C: 0.99647 0.54893 1.54102  -0.442
O: 1.75587 1.66575 2.01481  -0.338
H: -3.32338 0.08243 0.01714  0.134
H: -2.51844 1.74362 0.13834  0.406
H: -2.87691 1.13756 1.48021  0.458
H: -0.61684 -1.61302 1.78922  0.731
H: -2.13707 -1.89284 1.37137  0.470
H: -1.83358 -0.64025 2.51374  0.317
H: -1.89410 -0.86042 -1.19646  0.164
H: -0.21693 -1.23084 -0.76536  0.313
H: -0.62655 0.36153 -1.41016  0.276
H: -0.88771 1.69450 1.87851  0.453
H: -0.18266 1.61014 0.16468  0.040
H: 1.60183 -0.01062 0.61133  0.074
H: 0.73835 -0.21369 2.25958  0.308
H: 1.77239 1.79529 2.95081  0.300
O: 0.80395 -3.18185 3.33634  -0.603
S: 1.98318 -3.73691 2.94502  1.294
O: 3.17457 -2.92000 3.09994  -0.685
O: 2.15255 -5.08130 3.94378  -0.296
C: 2.31837 -4.75939 5.31867  -0.240
C: 2.28936 -6.13460 6.00120  -1.218
C: 1.86342 -4.47916 1.36951  -0.805
H: 1.39553 -4.03796 5.70161  0.259
H: 3.19185 -4.44631 5.45536  0.410
H: 2.68537 -6.98080 5.56518  0.387
H: 1.16666 -6.38213 6.08562  0.266
H: 2.62320 -5.99227 7.05227  0.333
H: 1.27849 -3.77463 0.65627  0.171
H: 1.03687 -5.24014 1.47366  0.342
H: 2.78097 -4.79926 1.07643  0.402
O: 5.32560 4.23771 2.92009  -0.665
S: 6.55498 3.75007 2.28297  1.226
O: 7.46099 3.09270 3.14513  -0.593
O: 5.95502 2.70123 1.11477  -0.300
C: 4.59388 2.85875 0.82504  -0.209
C: 4.26925 1.76207 -0.17890  -1.077
C: 7.32803 5.09142 1.51024  -0.910
H: 4.38364 3.92553 0.24287  0.158
H: 3.90351 2.86056 1.58525  0.413
H: 4.26455 0.70218 0.21241  0.254
H: 4.66409 1.61499 -1.14044  0.524
H: 3.27047 1.99259 -0.56839  0.185
H: 6.58681 5.97008 1.37516  0.306
H: 7.68617 4.84313 0.56329  0.355
H: 8.19753 5.40971 2.16158  0.344
C: -3.72160 -0.35227 -6.48566  -0.343
C: -2.97318 -1.71376 -6.48894  -0.366
O: -2.09980 -1.73115 -5.40742  -0.279
C: -2.26466 -0.72843 -4.64266  0.615
O: -1.82830 -0.42197 -3.59018  -0.476
O: -3.31858 0.09004 -5.25520  -0.340
H: -4.71570 -0.40410 -6.78442  0.360
H: -3.16719 0.32641 -7.27485  0.252
H: -2.42289 -1.93698 -7.52509  0.272
H: -3.77170 -2.37655 -6.29226  0.283
C: -2.22793 5.86023 -0.47652  -0.293
C: -2.28915 5.95517 -2.00246  -0.417
O: -1.16049 5.19618 -2.10778  -0.360
C: -0.66619 4.63911 -1.15004  0.771
O: 0.23617 3.85347 -1.04662  -0.635
O: -1.29366 5.00410 -0.12109  -0.270
H: -3.27556 5.69840 -0.04766  0.292
H: -2.03872 7.03844 -0.23211  0.243
H: -2.26344 6.76575 -2.43251  0.412
H: -3.17385 5.49699 -2.36165  0.235
C: -5.01521 -2.00326 -2.11784  -0.036
C: -5.75175 -3.15494 -2.70861  -0.549
O: -4.87063 -4.21713 -2.44282  -0.308
C: -3.97558 -3.78989 -1.68212  0.696
O: -3.20384 -4.60399 -1.08793  -0.712
O: -3.98992 -2.62384 -1.39645  -0.137
H: -5.56348 -1.27006 -1.43349  0.315
H: -4.58991 -1.41183 -2.92676  -0.020
H: -6.00420 -2.83918 -3.62222  0.446
H: -6.70726 -3.39413 -2.32083  0.299

=====

2.
Here is a cluster of 5 separate species, C20H42NO17 in total from OMol25. Energies are from wB97M-V/def2-TZVPD.

HOMO energy   -12.254 eV
Total charge   +1
2S+1   1
Kohn-Sham gap   9.4232 eV

Each line ends with the Mulliken charge.
Positions of all 80 atoms, in Å:
O: 1.21761 2.85929 -4.08599  -0.502
C: 0.47596 1.92094 -3.85484  0.487
O: 0.29166 0.91418 -4.81072  -0.453
C: -0.26552 1.79995 -2.53695  -0.818
C: -1.11738 0.55082 -2.32933  -0.183
C: -2.22152 0.38505 -3.38212  -0.927
N: -2.05431 -0.80573 -4.26187  0.020
C: -2.13148 -2.11023 -3.52144  -0.121
O: -2.40196 -3.02949 -4.51656  -0.455
C: -2.41392 -4.40760 -4.07365  -0.339
O: -2.14106 -4.51168 -2.72868  -0.394
C: -0.81299 -4.88273 -2.36651  -0.482
C: -0.16953 -3.80675 -1.50651  -0.532
O: 0.69564 -3.03523 -2.35521  -0.573
H: 0.94503 0.22320 -4.66041  0.372
H: -0.84595 2.70522 -2.39540  0.297
H: 0.52328 1.82173 -1.79190  0.408
H: -1.62598 0.66067 -1.37711  0.396
H: -0.47753 -0.31988 -2.21866  0.137
H: -2.27701 1.25739 -4.02052  0.517
H: -3.19629 0.26775 -2.92394  0.428
H: -1.14368 -0.77418 -4.71408  0.390
H: -2.74554 -0.80651 -5.01263  0.409
H: -2.90503 -2.01764 -2.76484  0.440
H: -1.15271 -2.26088 -3.08288  -0.009
H: -3.40800 -4.79973 -4.25860  0.300
H: -1.70565 -4.93976 -4.70122  0.347
H: -0.17091 -5.04573 -3.22590  0.316
H: -0.86457 -5.80307 -1.79357  0.390
H: -0.95215 -3.16433 -1.10869  0.329
H: 0.40989 -4.24561 -0.70354  0.513
H: 1.39224 -2.64445 -1.82757  0.303
C: -0.97483 7.52865 -9.31616  -0.629
O: -1.50642 6.44673 -8.54347  -0.325
C: -0.59012 5.73729 -7.89640  0.728
O: 0.59504 5.92373 -7.90883  -0.525
O: -1.21589 4.76881 -7.22096  -0.306
C: -0.33810 3.92841 -6.47345  -0.543
H: -1.82547 8.01402 -9.78370  0.221
H: -0.45609 8.23807 -8.67533  0.298
H: -0.29992 7.15574 -10.08329  0.299
H: 0.20458 4.50245 -5.72901  0.331
H: 0.36100 3.41628 -7.13144  0.313
H: -0.97088 3.19466 -5.98003  0.130
C: -4.97995 -2.36988 2.35412  -0.673
O: -3.64107 -2.12882 1.90143  -0.230
C: -2.74402 -2.06348 2.88631  0.638
O: -2.97401 -2.18485 4.05655  -0.554
O: -1.54622 -1.84233 2.34535  -0.196
C: -0.48935 -1.74642 3.30741  -0.702
H: -5.60233 -2.40051 1.46497  0.195
H: -5.04222 -3.32241 2.87493  0.311
H: -5.31432 -1.56626 3.00607  0.307
H: -0.39423 -2.67383 3.86756  0.314
H: -0.66159 -0.91391 3.98608  0.314
H: 0.42814 -1.56983 2.75407  0.264
C: -0.57534 -2.57543 7.19266  -0.545
O: 0.76871 -2.34354 6.75525  -0.236
C: 1.66389 -2.26903 7.74175  0.760
O: 1.43299 -2.37051 8.91316  -0.534
O: 2.85615 -2.04928 7.18943  -0.303
C: 3.92779 -1.93361 8.13310  -0.757
H: -1.19154 -2.60698 6.29767  0.062
H: -0.65370 -3.52485 7.71770  0.326
H: -0.91794 -1.76570 7.83328  0.322
H: 4.03708 -2.85333 8.70296  0.337
H: 3.75923 -1.09510 8.80601  0.340
H: 4.82786 -1.75799 7.55123  0.238
C: 2.86142 1.00405 6.09033  -0.436
O: 3.56283 1.69142 5.05089  -0.304
C: 4.44011 2.59174 5.49364  0.753
O: 4.66759 2.84293 6.64501  -0.527
O: 5.01973 3.15961 4.43892  -0.327
C: 5.99371 4.15330 4.77217  -0.630
H: 2.19226 0.30121 5.60330  0.125
H: 3.55388 0.45711 6.72227  0.206
H: 2.28051 1.70390 6.68880  0.334
H: 6.80427 3.71671 5.35153  0.298
H: 5.53550 4.96815 5.32835  0.297
H: 6.38063 4.52789 3.82963  0.215

=====

3.
Here is a structure of composition C20H43BClI2O12S3 from OMol25. Energies are from wB97M-V/def2-TZVPD.

HOMO energy   -5.009 eV
Total charge   -1
2S+1   1
Kohn-Sham gap   6.5038 eV

Each line ends with the Mulliken charge.
Positions of all 82 atoms, in Å:
C: 4.48518 1.19581 3.26802  -1.623
C: 3.71432 2.39035 3.77841  0.353
I: 2.21817 1.75411 5.16424  -0.093
C: 3.82879 3.67690 3.46376  0.017
I: 5.27872 3.92440 1.91187  -0.142
B: 3.02214 5.03589 3.96819  0.528
C: 2.93124 5.16256 5.61771  -0.662
C: 4.10267 4.67516 6.46242  -0.791
O: 5.36119 4.98645 5.84863  -0.515
C: 1.45460 4.91754 3.42070  -0.769
C: 1.19415 5.05934 1.93920  -0.679
O: 1.63123 3.88437 1.18918  -0.041
C: 2.04645 4.16657 -0.05181  0.087
O: 1.72669 3.53764 -1.02323  -0.560
C: 3.55501 6.50027 3.36788  -1.679
C: 4.61876 7.35209 4.05778  0.841
C: 4.42713 8.84580 3.79657  -1.449
Cl: 6.31052 6.92258 3.56054  -0.254
H: 5.55399 1.32777 3.45774  0.355
H: 4.34569 1.08376 2.19241  0.391
H: 4.15666 0.27479 3.74272  0.478
H: 2.03917 4.62896 5.97043  0.425
H: 2.73826 6.21647 5.86949  0.429
H: 4.02074 3.59895 6.63417  0.275
H: 4.10565 5.15160 7.45208  0.304
H: 5.84660 4.17606 5.69632  0.275
H: 0.93795 4.01973 3.77729  0.290
H: 0.91733 5.76772 3.87159  0.280
H: 1.69899 5.94232 1.52786  0.366
H: 0.12750 5.15486 1.70485  0.327
H: 2.76427 5.00332 -0.09386  0.342
H: 2.65392 7.13466 3.43067  0.286
H: 3.81358 6.48303 2.29954  0.444
H: 4.60535 7.17323 5.13175  0.163
H: 3.73716 9.25710 4.53942  0.319
H: 5.36591 9.39350 3.87775  0.446
H: 4.00554 9.01033 2.80233  0.288
O: 2.86714 0.16704 0.41083  -0.705
S: 1.52783 -0.34058 0.41607  1.324
O: 1.15656 -1.30047 1.41272  -0.679
O: 1.23161 -0.95408 -1.03245  -0.284
C: 2.22710 -1.84968 -1.57165  -0.381
C: 2.09530 -3.25911 -1.03684  -0.920
C: 0.35797 0.95770 0.35039  -0.875
H: 3.21498 -1.42723 -1.38437  0.308
H: 2.04944 -1.82465 -2.64638  0.278
H: 2.34626 -3.31213 0.02143  0.312
H: 2.76882 -3.91591 -1.59048  0.407
H: 1.07618 -3.62144 -1.16610  0.183
H: 0.63958 1.63859 -0.44928  0.257
H: 0.39263 1.48038 1.30449  0.312
H: -0.61983 0.51315 0.17949  0.410
O: -0.54480 -4.92005 -2.77513  -0.643
S: -1.86383 -4.61051 -3.23528  1.276
O: -2.82239 -4.09063 -2.30689  -0.618
O: -2.47553 -5.87572 -3.96753  -0.254
C: -2.38938 -7.15569 -3.27972  -0.417
C: -3.43989 -7.30625 -2.20368  -0.775
C: -1.76560 -3.54726 -4.63222  -0.921
H: -1.37827 -7.26181 -2.88612  0.384
H: -2.52893 -7.88354 -4.07556  0.276
H: -3.26387 -6.62328 -1.37376  0.300
H: -3.41151 -8.32775 -1.82255  0.408
H: -4.43217 -7.12024 -2.61385  0.041
H: -1.06971 -3.97678 -5.34714  0.314
H: -1.39809 -2.59225 -4.26155  0.379
H: -2.75444 -3.42951 -5.06649  0.281
O: -6.06421 -6.82749 -4.58150  -0.653
S: -6.77917 -5.62388 -4.26583  1.206
O: -7.78484 -5.66909 -3.24946  -0.647
O: -7.40138 -5.04169 -5.60886  -0.277
C: -8.14623 -5.96224 -6.44455  -0.350
C: -9.54866 -6.20180 -5.93043  -0.988
C: -5.65693 -4.31847 -3.93766  -0.836
H: -7.57885 -6.88938 -6.53026  0.339
H: -8.15743 -5.47821 -7.41896  0.279
H: -9.53991 -6.74871 -4.98933  0.297
H: -10.10602 -6.78237 -6.66671  0.391
H: -10.06257 -5.25452 -5.76863  0.263
H: -4.93898 -4.27820 -4.75171  0.143
H: -5.15353 -4.54974 -3.00070  0.353
H: -6.21566 -3.39043 -3.85043  0.450